[1]
{"formula": "C21H29N3O3", "method": "the ωB97M-V functional and the def2-TZVPD basis", "smiles": "COc1ccc(C2=NN(CCC(=O)NC3CCCCCC3)C(=O)CC2)cc1", "orbital_gap_ev": 7.3426, "e_homo_ev": -8.54, "multiplicity": 1, "species": ["C", "O", "C", "C", "C", "C", "C", "N", "N", "C", "C", "C", "O", "N", "C", "C", "C", "C", "C", "C", "C", "C", "O", "C", "C", "C", "C", "H", "H", "H", "H", "H", "H", "H", "H", "H", "H", "H", "H", "H", "H", "H", "H", "H", "H", "H", "H", "H", "H", "H", "H", "H", "H", "H", "H", "H"], "positions_angstrom": [[-7.1851, -1.2049, -1.4495], [-6.4363, -0.4312, -2.2019], [-5.1432, 0.0235, -1.6532], [-4.6197, -0.3698, -0.5899], [-3.3753, 0.0761, 0.1473], [-2.5625, 1.0632, -0.4688], [-1.2484, 1.2068, -0.0880], [-0.5307, 2.0013, -1.0764], [0.6439, 2.2454, -0.4518], [1.4834, 2.6898, -1.5299], [2.7680, 2.0309, -1.7795], [2.7349, 0.6266, -1.7971], [2.5019, 0.0557, -2.9263], [2.6445, -0.2166, -0.7077], [2.4694, -1.5559, -0.5665], [3.7743, -2.0663, 0.0100], [4.1746, -1.6239, 1.4489], [3.3872, -1.7242, 2.4292], [1.8804, -1.1185, 2.6519], [1.1459, -2.2277, 1.5704], [1.0530, -1.7458, 0.1235], [1.1259, 2.3840, 0.6558], [2.2891, 2.7995, 1.1784], [-0.0298, 2.4112, 1.7674], [-0.9730, 1.2444, 1.4474], [-3.0577, 1.2503, -1.9155], [-4.2374, 0.8348, -2.3853], [-6.7863, -2.2038, -1.4040], [-8.1141, -1.2526, -2.1111], [-7.5343, -0.8360, -0.3292], [-5.2955, -1.0400, 0.2392], [-3.2763, -0.5070, 0.9803], [1.7106, 3.8714, -1.3202], [0.9222, 2.3361, -2.6613], [3.3441, 2.5833, -2.7560], [3.4244, 2.1327, -0.8677], [2.8208, 0.4055, 0.0208], [2.4627, -1.9381, -1.6670], [3.5414, -3.1505, 0.2909], [4.5196, -2.2303, -0.6778], [4.3567, -0.5261, 1.0759], [5.3517, -1.9025, 1.6582], [3.3385, -2.5694, 2.8645], [3.7123, -0.8984, 3.3299], [1.9838, -0.3012, 1.9920], [1.3259, -1.1394, 3.3309], [1.6044, -3.2771, 1.8646], [0.1522, -2.0725, 1.8248], [0.8352, -2.7264, -0.2128], [0.5639, -1.0156, -0.1551], [0.5095, 1.9917, 2.6974], [-0.4427, 3.1890, 2.0775], [-1.9984, 1.1080, 1.9862], [-0.5625, 0.1785, 1.6630], [-2.4534, 1.8442, -2.2611], [-4.6937, 1.2879, -3.3158]], "nbo_charge": [-0.2398, -0.4904, 0.2638, -0.2675, -0.1111, -0.1304, 0.2658, -0.2346, -0.3229, -0.2110, -0.5206, 0.6383, -0.6703, -0.6224, -0.0495, -0.4008, -0.4003, -0.3980, -0.3376, -0.3980, -0.4003, 0.6643, -0.6743, -0.4557, -0.4783, -0.1142, -0.2275, 0.1689, 0.2024, 0.1607, 0.2037, 0.2044, 0.2346, 0.2651, 0.2698, 0.2369, 0.3849, 0.2505, 0.1738, 0.2298, 0.1894, 0.2329, 0.1869, 0.2027, 0.1860, 0.1620, 0.2118, 0.1913, 0.2251, 0.1946, 0.2333, 0.2105, 0.2516, 0.2336, 0.1930, 0.2330]}

[2]
{"formula": "C27H12BiF15GeI2N4S2", "method": "the ωB97M-V functional and the def2-TZVPD basis", "orbital_gap_ev": 6.9521, "e_homo_ev": -13.86, "multiplicity": 1, "total_charge": 2, "species": ["Bi", "C", "C", "N", "N", "C", "N", "S", "C", "C", "C", "C", "C", "N", "H", "H", "H", "H", "H", "H", "H", "H", "H", "H", "I", "C", "I", "H", "H", "F", "C", "C", "C", "F", "C", "F", "C", "F", "C", "F", "Ge", "S", "C", "C", "F", "C", "F", "C", "F", "C", "F", "C", "F", "C", "C", "F", "C", "F", "C", "F", "C", "F", "C", "F"], "positions_angstrom": [[1.7161, 1.0685, 0.3223], [-0.8093, 4.9924, 0.7360], [0.3203, 4.0483, 0.4757], [0.5970, 3.0604, 1.2375], [-0.1469, 2.8496, 2.3641], [0.2088, 1.8838, 3.2452], [-0.5077, 1.7948, 4.3463], [1.5237, 0.8312, 2.9870], [1.2103, 4.1881, -0.7111], [1.4017, 5.3927, -1.3492], [2.3178, 5.4563, -2.3939], [2.9970, 4.3161, -2.7755], [2.7455, 3.1366, -2.0919], [1.8746, 3.0811, -1.0837], [-1.7415, 4.4258, 0.8342], [-0.6481, 5.5631, 1.6567], [-0.9467, 5.6939, -0.0805], [-0.9814, 3.3962, 2.5089], [-1.2528, 2.4360, 4.5753], [-0.3069, 1.0582, 5.0027], [0.8748, 6.2830, -1.0281], [2.4942, 6.3964, -2.9006], [3.7143, 4.3303, -3.5833], [3.2411, 2.2097, -2.3662], [5.4866, 1.1506, 0.3345], [5.5479, -0.9712, 0.2937], [3.6811, -1.9039, 0.7010], [6.2416, -1.2924, 1.0583], [5.8595, -1.2794, -0.6938], [0.8980, -4.0283, -0.2998], [0.6844, -3.5100, 0.9130], [-0.1046, -2.3770, 1.0818], [-0.2885, -1.9350, 2.3826], [-1.0746, -0.8785, 2.6238], [0.3154, -2.5325, 3.4630], [0.1574, -2.0390, 4.6865], [1.1029, -3.6490, 3.2576], [1.6971, -4.2307, 4.2758], [1.2803, -4.1493, 1.9821], [2.0359, -5.2215, 1.7965], [-1.0955, -1.4885, -0.3413], [-0.6818, 0.7234, -0.2586], [-3.0060, -1.6257, -0.0325], [-3.5876, -2.5687, 0.8035], [-2.8434, -3.4773, 1.4427], [-4.9505, -2.6178, 1.0053], [-5.4820, -3.5148, 1.8221], [-5.7671, -1.7189, 0.3471], [-7.0701, -1.7601, 0.5334], [-5.2250, -0.7792, -0.5076], [-6.0144, 0.0793, -1.1390], [-3.8611, -0.7521, -0.6870], [-3.3607, 0.1546, -1.5446], [-0.5582, -2.1203, -2.0945], [0.6645, -1.7652, -2.6345], [1.5013, -0.9343, -1.9506], [1.1089, -2.2279, -3.8484], [2.2932, -1.8608, -4.3260], [0.3016, -3.0890, -4.5675], [0.7104, -3.5478, -5.7313], [-0.9287, -3.4712, -4.0691], [-1.6908, -4.2956, -4.7655], [-1.3437, -2.9882, -2.8447], [-2.5296, -3.3990, -2.3958]], "nbo_charge": [1.5112, -0.7083, 0.3050, -0.3201, -0.4309, 0.3507, -0.7134, -0.1462, 0.2155, -0.2086, -0.1072, -0.2051, 0.0740, -0.5494, 0.2567, 0.2648, 0.2680, 0.4165, 0.4218, 0.4483, 0.2467, 0.2579, 0.2616, 0.2287, 0.1993, -0.7037, 0.2241, 0.2489, 0.2448, -0.2995, 0.4118, -0.6215, 0.4116, -0.3217, 0.2494, -0.2803, 0.3283, -0.2526, 0.2512, -0.2625, 1.4889, -0.7481, -0.6067, 0.4182, -0.3062, 0.2573, -0.2640, 0.3268, -0.2549, 0.2540, -0.2676, 0.4074, -0.3092, -0.6083, 0.4020, -0.3463, 0.2531, -0.2750, 0.3266, -0.2534, 0.2666, -0.2584, 0.4264, -0.2951]}

[3]
{"formula": "C11H8CrNO5", "method": "the ωB97M-V functional and the def2-TZVPD basis", "orbital_gap_ev": [4.5101, 7.2200], "e_homo_ev": [-8.90, -13.00], "multiplicity": 5, "total_charge": 1, "species": ["O", "C", "Cr", "O", "C", "C", "O", "C", "O", "C", "O", "H", "C", "C", "C", "C", "N", "C", "C", "H", "H", "H", "H", "H", "H", "H"], "positions_angstrom": [[2.7759, 3.6922, -3.0176], [2.3260, 3.0777, -2.1530], [1.2323, 1.6279, -0.6697], [0.4725, 1.0261, -3.5814], [0.8199, 1.3347, -2.5380], [1.7916, 2.1411, 1.2357], [1.6581, 1.7517, 2.3440], [-0.2911, 2.6888, -0.3596], [-1.2586, 3.3024, -0.2137], [2.6524, 0.4174, -0.4877], [3.4321, -0.4374, -0.3345], [2.3475, 2.9616, 0.6668], [-2.4527, -3.1808, 1.1684], [-1.5586, -2.0388, 0.7964], [-0.6400, -2.2013, -0.2446], [0.1674, -1.1036, -0.5837], [0.0573, 0.0967, 0.0813], [-0.8324, 0.2199, 1.1098], [-1.6381, -0.8365, 1.4508], [-2.9830, -3.5874, 0.2971], [-1.9021, -4.0969, 1.4305], [-3.1855, -2.9003, 1.9471], [-0.5559, -3.1511, -0.7873], [0.8872, -1.1897, -1.4252], [-0.9361, 1.1437, 1.6514], [-2.3859, -0.7582, 2.2164]], "lowdin_spin": [0.1169, 0.1471, 2.2485, 0.0766, 0.0894, 0.4883, 0.4680, 0.0409, 0.0349, 0.0518, 0.0623, 0.1418, 0.0026, 0.0132, -0.0028, 0.0155, -0.0058, 0.0098, -0.0006, 0.0009, 0.0009, 0.0000, -0.0004, 0.0008, -0.0002, -0.0004]}

Calculated values (Ha) of electronic energy for the records, taken in order: -1206.8850; -6435.8522; -1898.9797.
Calculated values (kJ/mol) of ΔE to the lowest compared entry with this formula, charge and spin for the records, taken in order: 2168.5; 7.5; 115.9.